Version A
7
Properties=species:S:1:pos:R:3:lowdin_charge:R:1 method="wB97M-V/def2-TZVPD" charge=0 orbital_gap_ev=8.30 e_homo_ev=-8.94 spin_multiplicity=1
C -0.07269 -0.40134 0.26750 -0.11
C 0.73782 -1.70687 0.30724 -0.74
C -0.06081 -2.03463 1.32274 -0.61
N -0.82898 -0.71408 1.24104 0.09
Cl 2.05236 -2.39809 -0.49298 0.69
Cl 0.06190 -3.44335 2.47881 0.57
H -0.01821 0.48979 -0.32630 0.11



Version B
7
Properties=species:S:1:pos:R:3:lowdin_charge:R:1 method="wB97M-V/def2-TZVPD" charge=0 orbital_gap_ev=10.23 e_homo_ev=-10.30 smiles="N#CC=C(Cl)Cl" spin_multiplicity=1
N -3.09012 -0.28140 -0.01176 0.16
C -1.99313 -0.64597 -0.01845 -0.25
C -0.60744 -1.05690 0.00993 -0.21
C 0.34571 -0.15702 0.06513 -1.18
Cl 0.13060 1.54658 -0.00166 0.68
Cl 1.96183 -0.64909 -0.01647 0.68
H -0.41145 -2.12830 0.05089 0.12



Winner for stability: version B



Version A
10
Properties=species:S:1:pos:R:3:lowdin_charge:R:1 method="wB97M-V/def2-TZVPD" charge=0 orbital_gap_ev=8.74 e_homo_ev=-10.15 smiles="O=c1ncc(O)no1" spin_multiplicity=1
O -3.00675 -0.13266 0.14941 0.08
C -1.77096 -0.16914 -0.09138 -0.42
N -1.12546 1.03703 -0.02210 0.16
C 0.14781 1.15927 -0.21585 0.04
C 0.94265 -0.14807 -0.13191 -0.31
O 2.25303 -0.06555 0.15383 0.10
N 0.35166 -1.34834 -0.13342 0.11
O -1.02924 -1.41402 -0.07801 0.01
H 0.70416 2.03707 0.04733 0.12
H 2.53311 -0.95560 0.32208 0.11



Version B
10
Properties=species:S:1:pos:R:3:lowdin_charge:R:1 method="wB97M-V/def2-TZVPD" charge=0 orbital_gap_ev=9.52 e_homo_ev=-10.89 smiles="O=C1NC(=O)C(=O)N1" spin_multiplicity=1
O 2.38843 -0.06850 -0.16934 0.05
C 1.16390 0.10322 0.06138 -0.56
N 0.38842 1.05252 -0.24758 0.17
C -1.03848 0.74878 -0.03461 -0.19
O -1.76379 1.76094 0.07660 0.11
C -1.03557 -0.81939 -0.12339 -0.30
O -1.95193 -1.63884 -0.20520 0.10
N 0.35281 -1.08225 0.16065 0.13
H 0.56020 2.06465 -0.07362 0.20
H 0.93600 -2.12113 0.55512 0.31



Winner for stability: version B



Version A
15
Properties=species:S:1:pos:R:3:lowdin_charge:R:1 method="wB97M-V/def2-TZVPD" charge=+1 orbital_gap_ev=9.02 e_homo_ev=-14.48 spin_multiplicity=1
C 0.98325 -1.54467 -0.08525 -0.04
C 2.17407 -0.74414 -0.07811 -0.01
C -0.16710 -0.91356 0.13151 0.03
C 1.57038 1.64423 0.09744 0.14
C -1.39388 -0.55667 0.46480 -0.07
C -2.48783 0.25179 -0.24559 -0.05
N 1.97423 0.49677 -0.11805 0.07
H 1.21737 -2.55542 -0.30100 0.11
H 3.13145 -1.21027 -0.40107 0.18
H 1.21295 2.03889 1.06953 0.14
H 1.56059 2.30071 -0.74149 0.11
H -1.66164 -0.52006 1.55728 0.15
H -2.40928 0.33859 -1.32634 0.08
H -2.26533 1.23250 0.10365 0.07
H -3.43924 -0.25868 -0.12731 0.09



Version B
15
Properties=species:S:1:pos:R:3:lowdin_charge:R:1 method="wB97M-V/def2-TZVPD" charge=+1 orbital_gap_ev=8.61 e_homo_ev=-13.03 spin_multiplicity=1
C -2.01203 0.45293 -0.36010 -0.32
C -1.07806 1.46962 -0.40421 0.21
C -3.04300 0.09087 0.67658 0.13
C -2.95032 -0.67641 -0.34884 0.10
C -0.53741 0.13074 -0.51102 -0.25
C 1.65801 0.80146 -0.00710 0.01
N 0.58918 -0.11176 0.45603 0.03
H -3.29742 0.53335 1.64772 0.15
H -3.59770 -1.16976 -1.03900 0.13
H -0.13794 -0.48622 -1.32834 0.17
H 2.58045 0.70774 0.40415 0.07
H 1.71074 0.56574 -1.03365 0.09
H 1.16883 1.80121 0.25834 0.13
H 0.32275 0.04643 1.43752 0.20
H 0.88482 -1.02520 0.29362 0.14



Winner for stability: version A



Version A
15
Properties=species:S:1:pos:R:3:lowdin_charge:R:1 method="wB97M-V/def2-TZVPD" charge=+1 orbital_gap_ev=9.54 e_homo_ev=-15.22 spin_multiplicity=1
C -0.04299 -0.14791 0.01000 0.05
C -1.33013 1.17227 1.01416 -0.16
C -1.54205 0.03322 1.85311 -0.07
C -0.95789 -0.97201 0.79089 -0.11
C 0.96942 0.00079 -0.77113 -0.12
C 1.68652 1.07184 -1.44332 -0.06
N -0.94724 1.82501 0.13468 0.29
H -2.42846 -0.35156 2.38902 0.15
H -0.77111 0.28713 2.72798 0.19
H -0.56846 -1.86489 1.26254 0.15
H -1.71236 -1.20996 0.04604 0.15
H 1.26580 -1.01609 -1.10702 0.18
H 2.73603 0.89155 -1.11481 0.10
H 1.43760 2.12293 -1.14747 0.10
H 1.61627 0.81652 -2.61675 0.16



Version B
15
Properties=species:S:1:pos:R:3:lowdin_charge:R:1 method="wB97M-V/def2-TZVPD" charge=+1 orbital_gap_ev=10.59 e_homo_ev=-14.02 spin_multiplicity=1
C 1.45377 1.06927 0.29842 0.10
C 1.87979 -0.15744 -0.04081 0.02
C -1.60946 0.89766 -0.46334 0.12
C -0.44968 -1.25869 0.25991 -0.01
C -1.02872 0.08815 0.65140 -0.18
C 0.11101 0.74923 -0.16912 -0.18
N 0.60453 -0.60364 -0.59621 0.01
H 1.88110 1.92584 0.77722 0.13
H 2.77807 -0.73677 0.00733 0.13
H -1.91195 0.45945 -1.39810 0.11
H -1.98318 1.87343 -0.21113 0.11
H 0.00165 -1.79576 1.09282 0.15
H -1.09091 -1.92102 -0.31692 0.14
H -1.26497 0.31898 1.67795 0.15
H 0.62893 -0.90870 -1.56941 0.21



Winner for stability: version B



Version A
18
Properties=species:S:1:pos:R:3:lowdin_charge:R:1 method="wB97M-V/def2-TZVPD" charge=0 orbital_gap_ev=9.77 e_homo_ev=-8.74 spin_multiplicity=1
C 0.85831 -0.13013 -0.31389 -0.31
C 1.08630 1.45334 -0.21866 -0.04
C 0.25854 0.79346 0.93066 -0.11
C -1.30424 0.43022 0.64144 -0.31
C -1.50190 0.43623 -0.90211 -0.08
C -0.45689 -0.83222 -0.65086 -0.23
H 1.81065 -1.51163 0.76983 0.11
H 2.79852 -1.14888 -0.68717 -0.02
H 0.60922 1.94646 -1.01936 0.06
H 2.15728 1.65421 -0.03459 0.10
H 0.62692 0.53819 2.09214 0.18
H -2.13825 0.84669 1.30603 0.14
H -1.25547 1.11963 -1.75308 0.10
H -2.52401 0.19562 -1.12935 0.08
H -0.52267 -1.70690 -1.39584 0.15
H -2.25842 -1.35333 0.30238 0.15
N 2.23359 -0.86410 -0.00057 0.06
N -1.22566 -1.06240 0.66194 -0.01



Version B
18
Properties=species:S:1:pos:R:3:lowdin_charge:R:1 method="wB97M-V/def2-TZVPD" charge=0 orbital_gap_ev="7.72 / 7.71" e_homo_ev="-7.18 / -7.18" spin_multiplicity=1
C -0.27667 1.98861 -0.27957 -0.08
C 0.21721 1.23464 -1.27424 -0.23
C 1.97676 -1.16717 0.69639 -0.07
C 2.16234 -0.57036 -0.44959 0.06
C -0.93045 1.03431 0.70638 -0.16
C -1.48155 -1.37446 0.14607 -0.08
N 0.11584 -0.09187 -1.12372 0.02
N -0.54115 -0.26615 0.09888 -0.30
H -0.58809 3.02386 -0.43901 0.09
H 0.77117 1.54980 -2.15955 0.11
H 2.69412 -1.42891 1.52000 0.07
H 0.99892 -0.94505 1.17777 0.05
H 2.77384 -0.40916 -1.26961 0.02
H -0.62026 1.28423 1.81041 0.13
H -2.05014 1.07050 0.62581 0.11
H -1.85297 -1.67185 1.18878 0.11
H -2.38964 -1.17491 -0.46528 0.08
H -0.97928 -2.08608 -0.50994 0.08



Version C
18
Properties=species:S:1:pos:R:3:lowdin_charge:R:1 method="wB97M-V/def2-TZVPD" charge=0 orbital_gap_ev=9.83 e_homo_ev=-9.11 smiles="[H]/N=C(/N)C=C.C=C=C" spin_multiplicity=1
H 0.62499 -3.11492 -0.37223 0.04
N 0.92507 -2.64928 -1.22212 0.11
C 1.02448 -1.38542 -1.08376 -0.53
N 1.21615 -0.60269 -2.19656 0.10
C 0.79331 -0.62062 0.15050 -0.14
C 0.79406 -0.93009 1.41097 0.01
H 1.50752 -1.09930 -3.02203 0.09
H 1.60137 0.31719 -2.06897 0.09
H 0.14127 0.39661 -0.01238 0.08
H 0.21612 -0.12016 2.04626 0.05
H 1.10934 -1.85267 1.87223 0.07
C -1.01567 1.36306 1.85473 -0.05
C -1.12013 1.50161 0.52441 -0.21
C -1.73071 1.85123 -0.57753 0.01
H -1.80998 0.89991 2.42427 0.08
H -0.34952 2.00910 2.41159 0.08
H -2.35162 2.73669 -0.64404 0.07
H -1.57605 1.29976 -1.49533 0.06



Version D
18
Properties=species:S:1:pos:R:3:lowdin_charge:R:1 method="wB97M-V/def2-TZVPD" charge=0 orbital_gap_ev=9.88 e_homo_ev=-8.94 spin_multiplicity=1
C -0.81058 1.85042 0.35033 -0.16
C -0.33925 0.28095 -0.71584 -0.39
C 0.40403 -1.04484 -0.88794 -0.06
C 1.57823 -0.90778 0.14939 -0.21
C -0.28263 -1.59022 0.52048 -0.08
C 0.23783 0.65839 0.50554 -0.29
H -0.29688 2.67957 0.77890 0.08
H -1.78268 1.81344 0.97815 0.14
H -1.50793 1.71420 -1.62306 0.14
H -1.47579 -0.06076 -0.78524 0.16
H 0.41086 -1.56980 -1.75653 0.09
H 2.44039 -0.25046 0.30570 0.13
H 1.80501 -1.93674 0.27844 0.10
H -1.35632 -1.24383 0.73714 0.12
H -0.34704 -2.67765 0.77390 0.12
H 1.21103 1.16056 0.27758 0.15
N -0.55651 1.72317 -1.09937 0.01
N 0.66823 -0.59862 1.21241 -0.04



Winner for stability: version C



Version A
16
Properties=species:S:1:pos:R:3:lowdin_charge:R:1 method="wB97M-V/def2-TZVPD" charge=0 orbital_gap_ev=9.78 e_homo_ev=-9.03 smiles="CN[C@H](C)C(=O)O" spin_multiplicity=1
C 1.17213 -0.74405 1.42523 -0.13
N 0.12569 0.27604 1.33638 -0.07
C -0.64607 0.33906 0.07690 -0.32
C -1.07795 -1.01683 -0.48641 -0.04
C 0.11341 1.09639 -1.00744 -0.51
O 1.30391 1.05555 -1.16074 0.11
O -0.69146 1.82372 -1.80089 0.11
H 1.39056 -0.91031 2.48074 0.08
H 2.08591 -0.52258 0.85973 0.08
H 0.81944 -1.69204 1.00615 0.07
H 0.59848 1.16865 1.40462 0.10
H -1.49845 0.98995 0.31991 0.14
H -1.13261 -1.77621 0.28389 0.07
H -2.05339 -0.90200 -0.95565 0.08
H -0.36046 -1.33346 -1.24700 0.09
H -0.14916 2.14813 -2.53540 0.13



Version B
16
Properties=species:S:1:pos:R:3:lowdin_charge:R:1 method="wB97M-V/def2-TZVPD" charge=0 orbital_gap_ev=8.46 e_homo_ev=-7.58 spin_multiplicity=1
C -1.13920 1.59565 -0.26350 -0.08
C -0.31893 0.39507 0.20574 -0.46
C -1.09055 -0.83265 -0.20074 -0.05
O -0.44682 -2.06262 0.78176 -0.02
N 1.01556 0.49208 -0.43654 0.06
C 2.04437 -0.31104 -0.17377 -0.32
O 2.03843 -1.25819 0.62431 -0.02
H -0.58887 2.53306 -0.13274 0.08
H -2.06806 1.65713 0.30854 0.08
H -1.40196 1.47604 -1.32166 0.08
H -0.13063 0.48333 1.28993 0.15
H -2.05148 -0.77166 0.33397 0.05
H -0.49236 -2.64176 0.00356 0.11
H 0.53314 -1.85706 0.89379 0.06
H 1.13430 1.16058 -1.18523 0.14
H 2.96305 -0.05797 -0.72743 0.14



Winner for stability: version A



Version A
16
Properties=species:S:1:pos:R:3:lowdin_charge:R:1 method="wB97M-V/def2-TZVPD" charge=0 orbital_gap_ev=10.78 e_homo_ev=-9.95 smiles="C[C@@H](O)CNC=O" spin_multiplicity=1
C 0.73336 -2.10658 -0.34130 -0.05
C 0.30112 -0.68796 -0.66190 -0.45
O -1.05547 -0.74089 -1.05150 -0.03
C 0.46344 0.23509 0.55029 -0.16
N -0.05312 1.56678 0.29873 0.02
C -1.21431 2.05614 0.82352 -0.37
O -1.62846 3.18268 0.65239 0.02
H 1.78696 -2.14353 -0.04510 0.08
H 0.58782 -2.74929 -1.21336 0.08
H 0.12311 -2.50523 0.47599 0.09
H 0.91787 -0.29157 -1.48739 0.14
H -1.33270 0.16724 -1.23856 0.09
H -0.10369 -0.19066 1.38684 0.13
H 1.51534 0.29282 0.85782 0.13
H 0.50511 2.23235 -0.21912 0.15
H -1.75388 1.29413 1.42116 0.14



Version B
16
Properties=species:S:1:pos:R:3:lowdin_charge:R:1 method="wB97M-V/def2-TZVPD" charge=0 orbital_gap_ev=10.51 e_homo_ev=-9.66 smiles="CN[C@@H](C)C(=O)O" spin_multiplicity=1
C 1.68049 0.37843 -0.40548 -0.13
N 0.76485 0.96453 0.62612 -0.04
C -0.61232 0.31388 0.30522 -0.26
C -1.42985 0.36523 -1.11040 -0.03
C -0.49078 -1.18061 0.81774 -0.43
O -0.42295 -2.21086 0.09445 0.05
O -0.31993 -1.29069 2.16815 0.09
H 2.55919 1.03762 -0.61339 0.09
H 2.05401 -0.60150 -0.11258 0.08
H 1.28454 0.27236 -1.42787 0.06
H 0.67346 1.97371 0.47381 0.10
H -1.33605 0.69648 0.96263 0.10
H -1.51266 1.45424 -1.39357 0.08
H -2.37265 -0.05422 -0.80238 0.07
H -0.69105 -0.00537 -1.85467 0.06
H 0.17169 -2.11322 2.27222 0.12



Winner for stability: version A